Entry 1:
The following is a quantum chemistry calculation of a molecular structure, C38H52ClMoN4O7, from OMol25.

Element x y z (Å)
Mo 0.1975 -0.0186 -0.1370
C 1.6542 3.9926 -3.4007
C 0.4013 3.2547 -2.9106
C 0.5890 1.7471 -3.0920
C -0.0078 3.8078 -1.5460
C -0.7209 5.0053 -1.5854
C -1.0787 5.6762 -0.4324
C -0.7009 5.1599 0.7950
C 0.0099 3.9694 0.8832
C 0.4977 3.4907 2.2365
C -0.5503 3.6483 3.3373
C 1.7827 4.2329 2.6221
C 0.3247 3.2756 -0.2947
N 1.0681 2.0539 -0.2372
C 2.3831 2.2690 -0.3473
O 2.9847 3.3478 -0.3889
C 3.1645 1.0089 -0.5418
C 4.5260 0.9961 -0.7863
C 5.1225 -0.2153 -1.1027
C 4.3450 -1.3613 -1.1922
C 2.9940 -1.2570 -0.9179
N 2.4363 -0.1014 -0.5728
C 2.0469 -2.4162 -1.0274
O 2.4950 -3.4771 -1.4600
N 0.7954 -2.1438 -0.6180
C -0.0309 -3.3254 -0.5943
C 0.1364 -4.2348 0.4639
C -0.7554 -5.2894 0.5830
C -1.7516 -5.4945 -0.3549
C -1.8001 -4.6799 -1.4671
C -0.9347 -3.5978 -1.6231
C -1.0626 -2.8535 -2.9502
C -2.1885 -1.8266 -2.9078
C 0.2070 -2.2394 -3.5411
C 1.3333 -4.1936 1.4003
C 2.3077 -5.3169 1.0202
C 0.9843 -4.3065 2.8834
H 1.9393 3.6394 -4.3950
H 2.4840 3.8238 -2.7128
H 1.4809 5.0685 -3.4534
H -0.4226 3.5332 -3.5771
H 1.5541 1.4026 -2.7176
H 0.5567 1.5139 -4.1593
H -0.2038 1.1741 -2.6105
H -0.9956 5.4132 -2.5527
H -1.6392 6.6012 -0.4887
H -0.9583 5.6962 1.6994
H 0.7345 2.4303 2.1419
H -0.7502 4.7009 3.5490
H -0.1880 3.2035 4.2658
H -1.4910 3.1663 3.0714
H 1.5645 5.2899 2.7995
H 2.5274 4.1687 1.8301
H 2.2018 3.8178 3.5429
H 5.0596 1.9345 -0.7428
H 6.1855 -0.2626 -1.3036
H 4.7331 -2.3289 -1.4749
H -0.6655 -5.9665 1.4235
H -2.4588 -6.3052 -0.2354
H -2.5264 -4.8784 -2.2488
H -1.3665 -3.6336 -3.6564
H -1.9664 -1.0594 -2.1681
H -3.1322 -2.2892 -2.6165
H -2.3163 -1.3433 -3.8816
H 0.4563 -1.2805 -3.0795
H 0.0452 -2.0440 -4.6047
H 1.0656 -2.9024 -3.4373
H 1.8500 -3.2451 1.2511
H 1.8374 -6.2877 1.1961
H 3.2072 -5.2642 1.6403
H 2.5951 -5.2541 -0.0282
H 0.5839 -5.2960 3.1158
H 0.2425 -3.5734 3.1856
H 1.8920 -4.1791 3.4813
C -2.8995 1.8421 -1.7198
C -2.7754 1.0545 -0.4135
C -3.8543 -0.0315 -0.3883
C -2.9830 1.9738 0.7912
N -1.4325 0.4798 -0.3166
H -3.9388 2.1577 -1.8354
H -2.6429 1.2119 -2.5733
H -2.2687 2.7282 -1.7213
H -4.8052 0.4527 -0.1537
H -3.6484 -0.7826 0.3660
H -3.9550 -0.5166 -1.3581
H -3.9077 2.5372 0.6459
H -2.1600 2.6766 0.8910
H -3.0653 1.3797 1.7005
O -3.6054 -3.8984 2.5809
Cl -2.9186 -2.6466 2.4158
O -1.7228 -2.6459 3.2404
O -3.7707 -1.5515 2.8306
O -2.5402 -2.4628 1.0340
C -0.8857 0.2035 3.9687
O -0.8801 0.3531 2.5408
C 0.1207 -0.0792 1.7978
C 1.3541 -0.5947 2.4948
H -0.8824 -0.8480 4.2369
H -1.8245 0.6462 4.2890
H -0.0476 0.7441 4.4128
H 1.1029 -1.1864 3.3744
H 1.9790 0.2529 2.8010
H 1.9373 -1.2215 1.8232

Atomic forces in eV per Å
-0.04 0.31 0.29
0.02 -0.01 0.00
-0.02 0.02 0.01
0.03 0.00 -0.01
-0.05 0.02 -0.03
-0.02 -0.03 -0.02
0.00 -0.01 0.00
-0.01 -0.01 -0.01
-0.01 0.03 0.03
0.00 -0.02 0.01
0.00 -0.02 0.01
0.00 -0.01 0.01
0.00 -0.03 -0.05
0.09 -0.12 0.08
0.05 -0.02 0.04
-0.02 0.01 0.03
0.03 0.00 0.07
-0.03 -0.02 0.02
0.02 0.01 0.00
-0.04 -0.01 0.02
-0.01 0.01 -0.02
0.02 -0.05 -0.21
0.07 -0.03 0.06
-0.03 0.07 -0.02
0.01 0.25 -0.23
-0.01 0.05 0.00
-0.02 -0.06 0.06
0.00 -0.01 0.01
0.02 0.01 -0.01
0.00 0.01 0.04
-0.07 -0.01 -0.02
0.02 -0.02 0.00
0.00 0.03 0.01
0.01 0.05 -0.01
0.01 0.00 0.00
0.01 -0.03 -0.01
0.03 0.00 -0.01
0.00 0.00 -0.01
-0.01 0.01 -0.02
0.00 0.00 0.01
0.01 0.01 0.00
-0.04 0.00 -0.02
0.00 0.00 0.00
-0.07 -0.02 0.01
-0.01 0.00 0.00
0.00 0.00 0.00
0.00 0.01 0.00
-0.02 -0.01 -0.03
-0.01 0.00 0.00
0.01 -0.02 0.01
-0.01 -0.02 0.00
0.00 0.00 -0.01
0.01 -0.01 -0.01
0.00 0.00 0.01
0.02 -0.01 -0.01
0.00 0.00 0.00
0.02 0.00 0.00
-0.01 0.00 0.01
-0.01 0.00 0.00
-0.01 0.00 0.00
0.00 0.01 0.00
0.02 0.03 0.00
0.00 -0.01 -0.01
0.00 -0.01 0.00
-0.01 -0.02 0.00
0.00 -0.01 0.00
-0.01 -0.01 -0.01
-0.01 -0.01 0.03
0.00 -0.01 0.01
0.01 0.00 0.00
-0.02 0.00 0.05
-0.02 0.01 0.01
-0.04 0.02 -0.01
0.00 0.00 0.00
0.01 0.02 0.01
0.05 0.01 -0.10
0.00 0.02 -0.01
0.01 -0.02 0.01
0.11 -0.31 0.10
0.01 0.01 0.00
0.01 -0.01 -0.01
0.05 0.02 0.01
-0.01 -0.01 -0.03
0.01 0.01 0.02
0.03 -0.03 0.02
-0.01 -0.01 0.02
0.02 0.05 -0.02
0.01 0.00 0.01
-0.05 -0.03 -0.01
0.00 0.09 0.00
0.04 0.01 0.03
0.02 0.00 -0.01
0.03 -0.11 0.13
0.02 0.07 -0.05
-0.04 0.00 0.03
-0.17 -0.07 -0.31
0.04 0.08 -0.05
-0.02 -0.05 0.01
0.01 0.00 0.01
0.01 -0.01 0.00
-0.03 -0.06 -0.03
-0.02 -0.01 0.06
0.03 0.04 0.00

Calculated values
- Maximum force: 0.43 eV/A
- DFT total energy: -2753.1980 a.u.
- ΔE to the lowest compared entry with this formula, charge and spin: 19.8 kJ/mol
- Charge: -1

=====

Entry 2:
The following is a quantum chemistry calculation of a molecular structure, C38H53BCdGeN9O5S2, from OMol25.

Element x y z (Å)
Cd -0.7438 -0.4907 0.1607
C -4.8293 -2.4043 0.7691
C -3.5522 -2.3079 0.2024
N -2.8712 -1.3110 0.7503
N -3.6829 -0.7400 1.6782
C -4.8704 -1.3915 1.6958
B -3.0281 0.4446 2.4093
N -1.7372 -0.0605 3.1149
C -1.6554 -0.6126 4.3477
C -0.4182 -1.1959 4.4888
C 0.2128 -0.9757 3.2592
N -0.5825 -0.2921 2.4421
N -2.7621 1.5767 1.3600
C -3.5620 2.6421 1.1184
C -3.1382 3.2691 -0.0282
C -2.0543 2.4997 -0.4601
N -1.8344 1.4857 0.3699
N -3.8667 1.1148 3.5492
C -5.0542 0.9079 4.1363
C -5.2349 1.8210 5.1654
C -4.0864 2.5907 5.1780
N -3.2899 2.1452 4.2045
H -5.6111 -3.1087 0.5342
H -3.1012 -2.9034 -0.5785
H -5.6812 -1.1159 2.3470
H -2.4807 -0.5750 5.0446
H -0.0297 -1.7145 5.3493
H 1.1883 -1.2934 2.9186
H -4.4026 2.8810 1.7542
H -3.5493 4.1530 -0.4876
H -1.4396 2.6340 -1.3384
H -5.7161 0.1251 3.8094
H -6.0909 1.9049 5.8153
H -3.8046 3.4225 5.8054
C -2.6017 -4.3192 -7.5766
C -1.3293 -4.5335 -6.7975
C -0.1168 -4.0189 -7.2468
C 1.0505 -4.2051 -6.5214
C 1.0042 -4.9329 -5.3400
C -0.1918 -5.4808 -4.8822
C -1.3491 -5.2652 -5.6091
S 2.5095 -5.1594 -4.4521
O 3.0823 -6.4407 -4.7216
O 3.2940 -3.9659 -4.6502
N 1.9815 -5.2108 -2.8878
C 1.7432 -3.8903 -2.2929
C 0.8320 -3.9750 -1.0726
C 0.3961 -2.5886 -0.6877
O 0.9157 -1.9946 0.3152
O -0.5021 -2.0142 -1.3869
H -2.4553 -3.6138 -8.3931
H -3.3941 -3.9424 -6.9279
H -2.9515 -5.2619 -8.0022
H -0.0849 -3.4678 -8.1802
H 1.9950 -3.7957 -6.8605
H -0.2004 -6.0659 -3.9720
H -2.2884 -5.6786 -5.2580
H 2.5745 -5.8326 -2.3468
H 1.2560 -3.2829 -3.0565
H 2.6813 -3.4044 -2.0238
H 1.3476 -4.4413 -0.2341
H -0.0542 -4.5547 -1.3339
C 3.3533 5.5307 -0.0858
C 2.5402 4.8927 1.0350
C 1.0491 4.8478 0.7201
C 0.2193 4.2291 1.8439
Ge 0.5875 2.3218 2.2577
C 2.0086 2.1110 3.5896
C 1.5098 2.7897 4.8750
C 2.2628 2.3378 6.1242
C 1.7779 3.0726 7.3707
H 4.4165 5.5523 0.1566
H 3.0297 6.5571 -0.2623
H 3.2312 4.9797 -1.0236
H 2.6930 5.4504 1.9643
H 2.8887 3.8737 1.2092
H 0.8808 4.3049 -0.2155
H 0.6911 5.8696 0.5664
H -0.8502 4.2972 1.6416
H 0.4209 4.7077 2.8078
H -2.3747 2.4636 3.9232
H 2.9192 2.5817 3.2094
H 2.2059 1.0518 3.7659
H 0.4416 2.5732 5.0315
H 1.5960 3.8777 4.7827
H 3.3323 2.5149 5.9863
H 2.1189 1.2609 6.2536
H 1.9612 4.1458 7.2867
H 2.2974 2.7179 8.2610
H 0.7069 2.9181 7.5240
C 1.5380 -0.9370 -5.4286
C 1.7827 -0.5266 -4.0000
C 0.9636 0.4178 -3.3808
C 1.1654 0.7826 -2.0576
C 2.2032 0.1897 -1.3565
C 3.0392 -0.7448 -1.9443
C 2.8247 -1.0952 -3.2670
S 2.5588 0.6739 0.3141
C 3.9069 1.7777 -0.0798
O 1.3773 1.6396 0.6290
H 1.4696 -0.0628 -6.0776
H 0.5923 -1.4803 -5.5059
H 2.3311 -1.5893 -5.7898
H 0.1617 0.8774 -3.9480
H 0.5683 1.5579 -1.5921
H 3.8528 -1.1937 -1.3813
H 3.4563 -1.8411 -3.7367
H 3.5325 2.5377 -0.7633
H 4.6855 1.1824 -0.5599
H 4.2921 2.2148 0.8407

Atomic forces in eV per Å
-0.61 0.47 0.01
0.00 -0.02 -0.03
-0.02 0.04 0.00
-0.18 -0.15 -0.02
-0.08 0.12 0.21
0.02 -0.01 -0.02
0.26 -0.25 -0.38
-0.11 0.20 -0.06
-0.02 0.02 0.07
0.09 0.02 0.00
-0.08 -0.03 0.04
0.03 -0.13 0.27
0.04 -0.03 0.18
-0.07 0.03 0.02
0.06 0.07 -0.05
-0.05 0.00 0.02
-0.05 0.14 -0.03
-0.12 -0.10 0.02
0.03 0.01 -0.03
-0.06 -0.05 0.03
-0.07 0.08 0.03
-0.16 -0.07 0.02
0.08 0.07 0.03
0.00 0.06 0.06
0.05 -0.01 -0.06
0.06 0.02 -0.07
-0.04 0.02 -0.04
-0.08 0.00 0.00
0.12 -0.03 -0.02
0.00 -0.08 0.02
-0.02 -0.02 0.08
0.08 0.07 0.01
0.09 0.01 -0.05
0.05 -0.06 -0.05
0.09 -0.06 0.06
-0.11 0.05 -0.04
0.03 -0.01 -0.04
0.02 -0.08 0.06
-0.11 0.08 0.03
0.11 0.04 -0.09
0.00 -0.03 -0.01
0.09 -0.22 -0.03
-0.03 0.04 0.05
0.03 0.04 -0.10
-0.05 0.29 0.23
-0.01 -0.34 -0.08
0.07 -0.05 -0.06
0.09 0.26 0.03
-0.12 -0.50 -0.40
0.35 -0.48 0.26
-0.01 -0.01 0.02
0.01 0.00 -0.03
0.01 0.02 0.00
0.00 0.00 0.05
-0.09 -0.02 -0.02
-0.04 0.03 -0.02
0.05 0.00 0.00
-0.04 -0.03 -0.09
-0.01 0.02 0.03
0.00 -0.02 -0.03
-0.04 -0.02 0.00
0.02 0.01 0.03
0.00 -0.10 0.04
-0.11 0.15 -0.15
0.02 0.06 0.16
-0.05 -0.33 -0.14
0.33 0.22 0.11
-0.15 -0.02 0.04
0.19 -0.06 0.07
-0.15 0.14 0.10
0.11 -0.05 -0.03
-0.03 0.02 -0.02
0.02 -0.01 -0.02
0.00 0.05 0.02
0.01 -0.06 0.01
0.08 -0.02 0.11
0.00 0.03 0.00
-0.02 -0.01 -0.10
-0.01 0.13 -0.01
-0.05 0.10 -0.03
0.12 0.02 -0.02
0.04 -0.03 0.09
0.03 0.02 0.00
0.01 0.01 -0.01
-0.04 -0.04 -0.04
0.00 -0.07 -0.03
0.09 0.00 -0.04
-0.04 -0.03 0.01
-0.04 0.02 -0.02
0.02 0.02 0.02
-0.02 0.04 0.17
-0.05 0.00 -0.13
0.01 -0.06 0.00
0.03 0.15 -0.08
-0.05 0.02 0.02
0.07 0.00 0.06
0.08 0.12 -0.04
0.31 -0.06 -0.23
0.12 0.11 0.19
-0.32 0.16 -0.14
0.01 -0.01 0.01
0.04 0.01 0.00
-0.02 0.03 0.03
0.02 -0.02 0.04
-0.02 -0.03 -0.02
-0.07 -0.04 -0.04
-0.03 0.05 0.02
0.02 0.02 0.00
-0.07 -0.02 0.04
0.01 -0.03 -0.03

Calculated values
- 2S+1: 2
- Maximum force: 0.77 eV/A
- DFT total energy: -5414.3092 a.u.
- ΔE to the lowest compared entry with this formula, charge and spin: 0.0 kJ/mol
- Charge: +2